1.
{
  "formula": "C48H90O15",
  "method": "the ωB97M-V functional and the def2-TZVPD basis",
  "symbols": ["C", "C", "C", "O", "C", "H", "H", "H", "H", "H", "H", "H", "H", "C", "C", "C", "O", "C", "H", "H", "H", "H", "H", "H", "H", "H", "C", "C", "C", "O", "C", "H", "H", "H", "H", "H", "H", "H", "H", "C", "C", "C", "O", "C", "H", "H", "H", "H", "H", "H", "H", "H", "C", "C", "C", "O", "C", "H", "H", "H", "H", "H", "H", "H", "H", "C", "C", "C", "O", "C", "H", "H", "H", "H", "H", "H", "H", "H", "C", "C", "C", "O", "C", "H", "H", "H", "H", "H", "H", "H", "H", "C", "C", "C", "O", "C", "H", "H", "H", "H", "H", "H", "H", "H", "C", "C", "C", "O", "C", "H", "H", "H", "H", "H", "H", "H", "H", "O", "C", "O", "C", "C", "C", "H", "H", "H", "H", "H", "H", "O", "C", "O", "C", "C", "C", "H", "H", "H", "H", "H", "H", "O", "C", "O", "C", "C", "C", "H", "H", "H", "H", "H", "H"],
  "xyz": [[-13.706, -7.364, 2.332], [-15.018, -8.065, 2.339], [-15.658, -7.534, 3.664], [-14.875, -6.426, 4.073], [-13.502, -6.623, 3.669], [-13.865, -6.548, 1.628], [-12.864, -7.972, 2.003], [-15.005, -9.153, 2.279], [-15.650, -7.848, 1.479], [-15.480, -8.311, 4.407], [-16.744, -7.462, 3.606], [-12.897, -7.174, 4.389], [-12.850, -5.777, 3.452], [-24.298, -8.049, -1.132], [-25.410, -6.981, -1.007], [-25.384, -6.347, -2.359], [-23.994, -6.409, -2.806], [-23.238, -7.427, -2.041], [-24.745, -8.980, -1.482], [-23.797, -8.272, -0.190], [-25.208, -6.305, -0.176], [-26.311, -7.557, -0.793], [-25.729, -5.313, -2.365], [-26.083, -6.870, -3.011], [-22.554, -6.884, -1.388], [-22.788, -8.155, -2.716], [-16.240, -4.497, 0.980], [-16.737, -4.272, -0.398], [-18.254, -4.037, -0.234], [-18.525, -4.964, 0.830], [-17.465, -4.956, 1.760], [-15.882, -3.517, 1.297], [-15.381, -5.169, 0.963], [-16.494, -4.974, -1.196], [-16.388, -3.311, -0.775], [-18.857, -4.347, -1.087], [-18.614, -3.094, 0.176], [-17.360, -5.999, 2.060], [-17.639, -4.227, 2.552], [-15.339, -10.129, -3.251], [-15.155, -11.389, -2.329], [-15.663, -10.920, -0.937], [-15.453, -9.528, -0.997], [-15.067, -9.031, -2.276], [-16.341, -10.006, -3.663], [-14.683, -10.123, -4.121], [-14.091, -11.577, -2.182], [-15.621, -12.300, -2.705], [-15.003, -11.373, -0.196], [-16.720, -11.184, -0.906], [-13.996, -8.832, -2.234], [-15.529, -8.104, -2.615], [-20.496, -4.412, -4.545], [-19.155, -4.062, -5.153], [-18.170, -4.941, -4.335], [-18.990, -6.158, -4.244], [-20.382, -5.880, -4.384], [-21.389, -4.093, -5.083], [-20.607, -4.039, -3.527], [-18.890, -3.012, -5.030], [-19.238, -4.310, -6.211], [-17.859, -4.531, -3.374], [-17.361, -5.168, -5.030], [-20.932, -6.221, -3.507], [-20.849, -6.368, -5.239], [-19.496, -10.582, -6.569], [-19.179, -9.697, -5.409], [-17.843, -9.214, -5.841], [-17.976, -9.182, -7.266], [-18.956, -9.983, -7.792], [-20.566, -10.789, -6.604], [-19.081, -11.588, -6.518], [-19.200, -10.152, -4.419], [-19.766, -8.780, -5.355], [-17.066, -9.947, -5.625], [-17.636, -8.261, -5.354], [-18.611, -10.751, -8.486], [-19.759, -9.348, -8.165], [-18.454, -10.092, 7.200], [-18.446, -10.512, 5.712], [-19.578, -9.617, 5.145], [-19.715, -8.519, 6.007], [-18.753, -8.622, 7.070], [-17.503, -10.242, 7.710], [-19.279, -10.625, 7.672], [-18.697, -11.552, 5.503], [-17.505, -10.242, 5.234], [-20.497, -10.202, 5.192], [-19.299, -9.408, 4.113], [-19.088, -8.343, 8.069], [-17.847, -8.080, 6.798], [-16.423, -12.020, 2.873], [-17.581, -11.476, 2.133], [-18.069, -12.601, 1.220], [-16.833, -13.182, 0.865], [-15.985, -13.187, 2.021], [-16.780, -12.494, 3.787], [-15.638, -11.319, 3.159], [-17.267, -10.615, 1.544], [-18.390, -10.965, 2.654], [-18.584, -12.503, 0.264], [-18.598, -13.389, 1.755], [-14.940, -13.104, 1.722], [-15.940, -14.074, 2.653], [-21.652, -12.325, 1.731], [-22.784, -11.415, 1.380], [-23.927, -12.090, 2.104], [-23.601, -13.498, 2.174], [-22.192, -13.728, 2.022], [-21.125, -11.912, 2.592], [-20.813, -12.388, 1.038], [-22.821, -11.367, 0.292], [-22.744, -10.354, 1.624], [-24.863, -12.051, 1.546], [-24.024, -11.914, 3.175], [-21.985, -14.377, 1.171], [-21.691, -14.051, 2.934], [-21.175, -12.455, -2.872], [-20.104, -13.001, -3.019], [-18.947, -12.473, -3.332], [-17.872, -13.414, -3.230], [-18.467, -14.777, -3.300], [-19.835, -14.443, -2.654], [-17.325, -13.342, -2.290], [-17.173, -13.109, -4.009], [-17.946, -15.516, -2.690], [-18.706, -15.128, -4.304], [-19.732, -14.279, -1.581], [-20.695, -15.011, -3.010], [-23.648, -3.581, 1.678], [-22.775, -4.282, 2.177], [-22.744, -4.523, 3.503], [-21.557, -5.193, 3.851], [-21.066, -5.785, 2.586], [-21.539, -4.835, 1.510], [-21.795, -5.950, 4.599], [-20.725, -4.623, 4.265], [-21.469, -6.797, 2.558], [-19.992, -5.798, 2.401], [-21.874, -5.307, 0.586], [-20.908, -3.958, 1.368], [-20.152, -8.908, 1.717], [-19.888, -8.864, 0.514], [-20.701, -9.417, -0.453], [-20.153, -9.264, -1.777], [-18.655, -8.890, -1.544], [-18.584, -8.347, -0.069], [-20.641, -8.544, -2.434], [-20.112, -10.264, -2.209], [-18.329, -8.089, -2.207], [-17.935, -9.687, -1.725], [-18.663, -7.267, 0.056], [-17.706, -8.598, 0.526]],
  "atomic_forces_ev_per_a": [[1.008, 0.833, -0.850], [-1.725, -0.481, 0.629], [1.453, -1.920, -0.208], [0.100, 1.496, 0.132], [-0.552, -1.696, -0.994], [0.592, -0.031, -0.315], [0.022, 0.098, 0.057], [0.398, -0.161, 0.534], [0.148, 0.562, -0.155], [-0.101, -0.328, 0.309], [0.128, 1.163, 0.109], [-0.499, -0.523, 0.402], [-1.024, 0.889, 0.331], [0.370, -0.008, 0.487], [0.562, -1.205, 0.860], [0.496, 0.258, -0.272], [-0.132, -0.608, 0.214], [-2.397, 0.982, -0.196], [0.230, -0.015, -0.404], [-0.264, -0.089, 0.301], [-0.007, 0.171, -0.158], [-0.333, 0.517, -0.008], [0.408, 0.121, 0.068], [0.369, -0.321, -0.470], [0.534, -0.100, -0.380], [0.198, 0.313, -0.014], [1.036, 0.237, 0.064], [-1.133, 2.375, -2.169], [0.270, -1.719, 1.061], [-1.167, -0.584, -0.192], [0.525, -0.174, -0.546], [0.074, -0.214, 0.580], [-0.163, -0.119, 0.367], [-0.237, -0.472, 0.377], [0.588, -0.002, -0.183], [0.003, 0.155, -0.021], [0.590, 0.648, -0.602], [-0.041, 0.262, 0.681], [-0.259, -0.421, 0.447], [-0.155, -1.285, 0.173], [0.155, 0.476, -0.301], [0.749, -0.252, -2.715], [-0.749, 1.405, 1.082], [1.063, -0.255, -0.247], [-0.226, -0.401, 0.261], [0.206, -0.047, 0.169], [0.124, -0.077, -0.449], [0.143, 0.199, 0.105], [-0.646, 0.094, 0.454], [-0.099, 0.109, 0.853], [0.211, 0.104, 0.035], [-0.509, 0.100, 0.750], [-0.392, 0.931, 0.947], [0.178, 1.070, 0.981], [-2.251, -0.738, -2.628], [0.932, -0.359, 0.692], [-0.362, -0.654, 0.016], [0.203, -0.038, -0.215], [0.180, 0.626, 0.021], [-0.157, 0.123, -0.263], [0.711, -0.149, -0.011], [-0.111, -0.111, -0.002], [0.461, -0.181, 0.655], [0.090, -0.150, 0.177], [0.515, -0.491, -0.280], [-2.666, -3.067, 1.052], [0.085, 0.437, 0.573], [0.398, -0.803, -0.331], [3.063, 2.601, -0.435], [-1.463, 0.631, 0.642], [-0.221, 0.087, -0.265], [0.385, -0.104, 0.827], [0.022, -0.247, -0.154], [-0.671, -0.215, -0.176], [0.271, 0.049, 0.252], [0.378, 0.272, -0.717], [0.161, 0.387, -0.288], [0.203, 0.066, -1.019], [0.360, -0.734, -1.328], [-0.366, 0.497, 0.282], [0.840, -1.460, 0.323], [0.084, 0.882, 0.577], [0.102, -0.666, 0.138], [-0.156, -0.275, 0.085], [0.123, 0.113, 0.401], [0.322, -0.125, 0.178], [0.126, -0.147, 0.029], [-0.358, 0.079, -0.313], [-0.515, 0.738, -0.053], [-0.610, 0.917, -0.456], [0.037, 0.228, 0.078], [-0.244, -0.959, 1.613], [-2.041, 2.424, -1.394], [1.320, -0.914, 0.450], [1.234, -1.313, -0.082], [1.291, 0.256, -0.503], [0.006, 0.396, 0.414], [-0.147, 0.089, -0.319], [0.335, -0.218, -0.665], [-0.076, -0.522, 0.823], [-0.167, 1.038, 0.119], [-0.614, 0.066, 0.573], [-0.072, 0.234, -0.606], [-0.885, -0.620, -0.459], [2.431, 0.448, 0.926], [-0.176, 0.231, -0.683], [0.167, -0.741, -1.851], [0.305, -0.930, 0.206], [0.406, 2.851, -0.590], [-0.139, -0.222, 0.531], [-0.434, 0.145, -0.558], [-1.005, -0.389, -0.137], [0.624, -0.156, 0.613], [-0.456, 0.014, 0.616], [-0.283, 0.597, 0.416], [-0.612, -0.671, 0.121], [-0.720, -0.913, 0.284], [1.033, 0.407, -0.498], [-1.251, -1.412, 0.894], [0.600, 1.882, -0.267], [1.268, 0.330, -0.523], [-1.933, -0.421, 0.418], [-0.111, 0.292, -0.679], [-0.354, 0.517, 0.321], [-0.060, -0.346, -0.116], [0.190, 0.024, -0.435], [0.544, -0.086, -0.052], [-0.253, -0.959, 0.395], [0.193, -0.365, 0.683], [1.303, -1.566, 0.815], [-1.700, 2.405, -1.025], [-0.388, 0.641, 0.227], [1.061, -0.771, 1.030], [1.337, -0.979, -1.400], [-1.971, -0.276, 0.516], [-0.086, 0.051, -0.025], [-0.604, 1.059, 0.286], [0.054, -0.006, -0.825], [0.084, -0.559, 0.912], [0.472, 0.243, -0.177], [0.316, -0.337, -0.283], [-0.259, -0.159, -2.422], [0.449, -0.929, 1.829], [-0.059, 0.956, 0.920], [2.488, -0.823, 0.195], [0.465, 1.618, 0.579], [-1.212, -0.469, -0.887], [-0.383, -0.055, 0.528], [-0.753, 0.191, -0.226], [-0.228, 0.012, -0.237], [-0.412, -0.263, 0.265], [0.021, 0.346, -0.520], [-0.177, -0.500, -0.114]],
  "lowdin_spin": [0.00, 0.00, 0.00, 0.00, 0.00, 0.00, 0.00, 0.00, 0.00, 0.00, 0.00, 0.00, 0.00, 0.00, 0.00, 0.00, 0.00, 0.00, 0.00, 0.00, 0.00, 0.00, 0.00, 0.00, 0.00, 0.00, 0.00, 0.00, 0.00, 0.00, 0.00, 0.00, 0.00, 0.00, 0.00, 0.00, 0.00, 0.00, 0.00, 0.00, 0.00, 0.00, 0.00, 0.00, 0.00, 0.00, 0.00, 0.00, 0.00, 0.00, 0.00, 0.00, 0.00, 0.00, 0.00, 0.00, 0.00, 0.00, 0.00, 0.00, 0.00, 0.00, 0.00, 0.00, 0.00, 0.00, 0.00, 0.00, 0.00, 0.00, 0.00, 0.00, 0.00, 0.00, 0.00, 0.00, 0.00, 0.00, 0.00, 0.00, 0.00, 0.00, 0.00, 0.00, 0.00, 0.00, 0.00, 0.00, 0.00, 0.00, 0.00, 0.00, 0.00, 0.00, 0.00, 0.00, 0.00, 0.00, 0.00, 0.00, 0.00, 0.00, 0.00, 0.00, 0.00, 0.01, 0.08, 0.68, 0.08, 0.00, 0.00, 0.00, 0.00, 0.02, 0.05, 0.04, 0.04, 0.00, 0.00, 0.00, 0.00, 0.00, 0.00, 0.00, 0.00, 0.00, 0.00, 0.00, 0.00, 0.00, 0.00, 0.00, 0.00, 0.00, 0.00, 0.00, 0.00, 0.00, 0.00, 0.00, 0.00, 0.00, 0.00, 0.00, 0.00, 0.00, 0.00, 0.00, 0.00, 0.00, 0.00, 0.00, 0.00],
  "s_squared": 0.7542,
  "lumo_ev": [-2.706, -8.690],
  "spin_multiplicity": 2,
  "homo_lumo_gap_ha": [0.30059, 0.08066],
  "charge": 1
}



2.
{
  "formula": "C4H11NO2",
  "method": "the ωB97M-V functional and the def2-TZVPD basis",
  "symbols": ["C", "C", "C", "C", "N", "O", "H", "H", "H", "H", "H", "H", "H", "H", "H", "O", "H", "H"],
  "xyz": [[1.516, 1.481, -0.442], [0.724, 0.164, -0.671], [0.603, -0.128, -2.155], [-0.579, 0.341, 0.093], [-1.501, 1.222, -0.414], [-0.707, -0.102, 1.219], [1.662, 1.660, 0.613], [1.010, 2.254, -1.011], [2.499, 1.362, -0.909], [1.252, -0.646, -0.183], [-0.143, 0.523, -2.613], [1.510, 0.154, -2.692], [0.360, -1.163, -2.354], [-1.372, 1.673, -1.305], [-2.372, 1.227, 0.085], [-1.244, -3.104, 4.078], [-1.019, -3.840, 4.671], [-2.200, -3.077, 3.989]],
  "atomic_forces_ev_per_a": [[0.253, -1.153, -0.917], [0.281, 0.519, 0.074], [-0.138, 0.662, -0.218], [0.331, 0.610, 0.566], [0.405, -0.631, -0.126], [-0.250, -0.396, -0.292], [-0.232, 0.452, 0.174], [-0.036, 0.531, 0.426], [-0.006, 0.026, 0.133], [0.004, -0.140, 0.197], [-0.298, -0.172, -0.063], [0.265, -0.330, 0.161], [-0.124, -0.164, -0.130], [-0.328, -0.174, 0.158], [-0.141, 0.382, -0.161], [0.410, -0.254, 0.224], [-0.382, 0.392, -0.331], [-0.014, -0.158, 0.123]],
  "nbo_charge": [-0.59, -0.31, -0.60, 0.68, -0.84, -0.61, 0.23, 0.20, 0.21, 0.23, 0.19, 0.21, 0.22, 0.39, 0.41, -0.94, 0.47, 0.47],
  "lumo_ev": 0.950,
  "homo_lumo_gap_ha": 0.38313,
  "smiles": "CC(C)C(N)=O.O",
  "e_above_lowest_kj_mol": 37.7
}



3.
{
  "formula": "C14H26BiN5",
  "method": "the ωB97M-V functional and the def2-TZVPD basis",
  "symbols": ["C", "H", "H", "H", "C", "H", "H", "C", "H", "H", "H", "C", "C", "C", "C", "C", "C", "C", "C", "C", "C", "Bi", "H", "H", "H", "H", "H", "H", "H", "H", "H", "H", "H", "H", "H", "H", "H", "N", "N", "N", "C", "N", "N", "H", "H", "H"],
  "xyz": [[-1.548, -1.467, 1.498], [-1.162, -2.156, 2.259], [-2.334, -0.818, 1.895], [-0.343, -0.297, 2.431], [-2.023, -2.286, 0.290], [-2.018, -1.690, -0.640], [-1.307, -3.109, 0.133], [-3.425, -2.879, 0.534], [-3.712, -3.540, -0.291], [-3.447, -3.461, 1.465], [-4.182, -2.089, 0.631], [0.453, 1.720, -1.648], [-0.761, 1.120, -2.061], [-1.743, 1.328, -1.060], [-1.137, 2.059, 0.015], [0.248, 2.312, -0.357], [1.182, 3.234, 0.343], [-1.851, 2.687, 1.159], [-3.185, 0.985, -1.145], [-0.975, 0.454, -3.374], [1.698, 1.819, -2.451], [0.250, -0.092, 0.697], [-1.179, 2.895, 2.003], [-2.295, 3.651, 0.851], [-2.672, 2.056, 1.535], [0.920, 3.361, 1.401], [2.221, 2.878, 0.293], [1.159, 4.236, -0.119], [1.824, 0.948, -3.111], [1.685, 2.721, -3.086], [2.590, 1.878, -1.810], [-1.873, -0.179, -3.370], [-1.101, 1.203, -4.174], [-0.117, -0.181, -3.647], [-3.581, 0.646, -0.177], [-3.778, 1.862, -1.456], [-3.369, 0.187, -1.877], [3.796, -4.423, -0.222], [3.607, -3.082, 0.067], [4.533, -2.177, -0.326], [3.817, -1.040, -0.290], [2.511, -1.255, -0.010], [2.349, -2.578, 0.158], [3.149, -4.977, 0.321], [4.770, -4.661, -0.083], [4.239, -0.062, -0.475]],
  "atomic_forces_ev_per_a": [[-1.685, -1.645, 0.006], [0.005, 0.521, 0.054], [0.392, 0.182, 0.066], [0.492, 0.461, 0.236], [0.624, -0.075, -0.758], [-0.147, -0.195, 0.348], [-0.185, 0.296, -0.032], [-0.082, 0.262, 0.565], [0.169, 0.153, 0.103], [0.014, 0.068, -0.259], [0.161, -0.162, -0.087], [-0.764, -0.662, -1.760], [1.332, 0.161, -0.521], [-0.262, 0.350, 0.284], [1.169, 0.281, 0.350], [-1.541, 0.751, 1.436], [0.279, -0.014, 0.336], [-0.312, 0.229, 0.473], [-0.033, -0.467, 0.022], [-0.067, -0.292, -0.283], [0.336, -0.293, 0.050], [-0.044, -0.260, -0.577], [-0.206, -0.035, -0.258], [0.125, -0.330, 0.091], [0.242, 0.225, -0.158], [0.010, -0.001, -0.322], [-0.289, 0.171, -0.088], [-0.053, -0.295, -0.012], [-0.127, 0.321, 0.126], [-0.016, -0.225, 0.173], [-0.241, 0.108, -0.179], [0.286, 0.197, -0.044], [0.045, -0.239, 0.237], [-0.276, 0.234, 0.049], [0.085, 0.244, -0.195], [0.206, -0.153, 0.113], [0.048, 0.301, 0.143], [-0.114, 0.449, 0.160], [-1.302, 1.597, -2.036], [-1.757, 0.050, 1.178], [0.079, -0.943, 0.035], [0.886, -1.305, 0.251], [2.368, 0.315, 0.349], [0.077, -0.114, 0.181], [0.044, -0.025, 0.160], [0.026, -0.198, -0.004]],
  "nbo_charge": [-0.48, 0.24, 0.23, -0.05, -0.45, 0.20, 0.23, -0.60, 0.26, 0.23, 0.22, 0.05, -0.08, 0.28, -0.18, 0.09, -0.69, -0.67, -0.72, -0.67, -0.68, 1.24, 0.25, 0.27, 0.24, 0.25, 0.25, 0.29, 0.26, 0.28, 0.23, 0.24, 0.27, 0.25, 0.25, 0.29, 0.25, -0.58, 0.17, -0.20, 0.14, -0.38, -0.07, 0.40, 0.41, 0.23],
  "lumo_ev": [-9.876, -9.562],
  "homo_lumo_gap_ha": [0.20258, 0.20694],
  "e_above_lowest_kj_mol": 82.0,
  "charge": 2
}



4.
{
  "formula": "CH2N2O2S",
  "method": "the ωB97M-V functional and the def2-TZVPD basis",
  "symbols": ["O", "C", "O", "N", "N", "S", "H", "H"],
  "xyz": [[-0.779, 1.618, 1.529], [-1.009, 1.552, 0.401], [-1.180, 1.532, -0.732], [-1.515, -1.294, 0.630], [-1.054, -2.090, 1.232], [1.603, -0.366, -0.499], [1.725, -1.547, -1.266], [2.209, 0.595, -1.294]],
  "atomic_forces_ev_per_a": [[-0.042, -0.106, 0.856], [0.458, 0.296, 0.331], [-0.499, -0.043, -1.250], [0.536, -1.092, 0.831], [-0.603, 0.972, -0.771], [0.439, -0.513, -0.707], [0.110, 1.732, 0.479], [-0.399, -1.247, 0.233]],
  "nbo_charge": [-0.52, 1.03, -0.51, -0.01, 0.01, -0.34, 0.17, 0.17],
  "lumo_ev": 0.525,
  "homo_lumo_gap_ha": 0.38353,
  "smiles": "O=C=O.N#N.S",
  "e_above_lowest_kj_mol": 16.4
}